Record 1
The following is a quantum chemistry calculation of C21H35BrF7N3O6RuS2Si as an isolated structure, from the Open Molecules 2025 dataset.

The geometry in XYZ format:
```
77
C21H35BrF7N3O6RuS2Si (ωB97M-V/def2-TZVPD)
Ru 0.213 0.045 -0.045
F 0.513 -2.669 0.426
C 1.209 -2.991 1.545
F 2.491 -3.027 1.247
F 0.802 -4.169 1.965
S 0.879 -1.662 2.806
O 1.056 -0.423 2.036
O 1.764 -1.867 3.887
N -0.631 -1.884 3.180
S -1.820 -1.137 2.499
O -3.076 -1.705 2.814
O -1.593 -0.853 1.072
C -1.864 0.596 3.219
F -1.616 0.623 4.512
F -3.065 1.118 2.980
F -0.961 1.375 2.588
C -1.830 5.616 -0.326
C -0.529 5.699 -1.138
C -0.705 4.801 -2.375
C -0.317 7.152 -1.595
Si 1.000 5.190 -0.073
Br 0.653 2.404 -0.200
C 2.753 5.236 -0.896
C 2.628 4.978 -2.405
C 3.700 4.173 -0.320
C 3.338 6.636 -0.657
C 0.907 5.467 1.838
C 2.183 4.977 2.534
C -0.278 4.709 2.458
C 0.740 6.975 2.085
H -2.667 5.860 -0.983
H -1.848 6.329 0.499
H -1.996 4.610 0.064
H -1.594 5.121 -2.923
H -0.842 3.757 -2.090
H 0.142 4.860 -3.056
H -1.201 7.477 -2.148
H 0.544 7.252 -2.259
H -0.183 7.834 -0.752
H 2.147 4.019 -2.602
H 3.631 4.942 -2.836
H 2.083 5.772 -2.916
H 3.328 3.167 -0.509
H 3.868 4.289 0.748
H 4.669 4.270 -0.815
H 2.688 7.426 -1.038
H 4.292 6.707 -1.183
H 3.531 6.824 0.401
H 2.364 3.919 2.338
H 2.060 5.094 3.613
H 3.061 5.555 2.245
H -0.197 3.638 2.276
H -1.239 5.057 2.086
H -0.267 4.867 3.539
H 1.560 7.555 1.658
H 0.733 7.152 3.163
H -0.200 7.356 1.682
O -6.146 3.437 -0.075
C -6.047 3.238 -1.461
N -4.984 2.277 -1.660
C -4.209 2.291 -2.767
O -4.330 3.095 -3.672
C -3.138 1.237 -2.828
C -2.816 0.656 -4.050
C -1.773 -0.253 -4.111
C -1.061 -0.533 -2.955
N -1.360 0.049 -1.793
C -2.382 0.904 -1.720
H -7.045 3.680 0.160
H -5.767 4.149 -1.994
H -6.982 2.859 -1.887
H -4.889 1.574 -0.945
H -3.382 0.927 -4.931
H -1.502 -0.733 -5.040
H -0.225 -1.221 -2.951
H -2.579 1.349 -0.750
F 1.578 -0.677 -1.329
```

- largest force on an atom (eV/A) = 1.9
- 2S+1 = 6
- E_HOMO (alpha / beta) (eV) = -12.538 / -12.546
- <S²> = 8.759
- frontier orbital gap (alpha / beta) (eV) = 9.06 / 6.75
- total charge = +1
- energy relative to the best compared isomer or geometry (same formula, charge and spin) (kcal/mol) = 20.7

---

Record 2
The following is a quantum chemistry calculation of a 3-piece molecular cluster, C21H35F4N3O8P overall, from the Open Molecules 2025 dataset.

The geometry in XYZ format:
```
72
C21H35F4N3O8P (ωB97M-V/def2-TZVPD)
C 3.939 -4.138 -0.479
C 2.830 -3.190 0.037
P 1.870 -2.622 -1.426
C 2.885 -1.206 -2.003
C 0.226 -1.783 -0.741
C -0.844 -2.802 -1.198
F -0.436 -3.989 -0.680
F -2.056 -2.550 -0.620
C -1.120 -2.993 -2.726
F -1.087 -4.293 -3.039
F -0.198 -2.339 -3.482
C 0.133 -1.680 0.788
C 1.169 -0.709 1.312
N 1.422 0.436 0.418
C 1.890 1.648 1.098
C 3.304 2.018 0.672
O 3.770 1.660 -0.369
C 0.772 0.571 -0.733
N 0.913 1.766 -1.425
N 0.054 -0.419 -1.286
C -1.175 0.029 -1.979
C -2.380 0.321 -1.060
C -3.138 1.567 -1.546
C -4.611 1.513 -1.173
O -5.261 2.623 -1.786
H 4.169 -4.886 0.279
H 3.628 -4.667 -1.383
H 4.850 -3.583 -0.707
H 2.186 -3.747 0.719
H 3.304 -2.360 0.554
H 3.718 -1.649 -2.553
H 2.316 -0.606 -2.716
H 3.289 -0.569 -1.214
H -2.111 -2.602 -2.969
H 0.302 -2.652 1.247
H -0.869 -1.360 1.085
H 0.844 -0.312 2.275
H 2.122 -1.189 1.504
H 1.227 2.497 0.932
H 1.908 1.450 2.171
H 3.881 2.637 1.381
H 1.783 1.893 -1.917
H 0.322 2.562 -1.269
H -1.439 -0.672 -2.764
H -0.913 0.942 -2.507
H -2.053 0.449 -0.025
H -3.067 -0.526 -1.089
H -3.092 1.635 -2.636
H -2.704 2.470 -1.108
H -4.744 1.540 -0.084
H -5.044 0.571 -1.528
H -6.186 2.387 -1.902
C 6.511 -3.063 3.417
C 6.705 -1.798 4.234
O 5.986 -0.827 3.454
C 5.082 -1.470 2.706
O 4.223 -0.933 2.066
O 5.259 -2.800 2.756
H 6.425 -3.968 4.011
H 7.280 -3.192 2.655
H 6.241 -1.860 5.218
H 7.740 -1.488 4.335
C -7.069 4.316 0.840
C -6.512 5.226 -0.240
O -7.490 6.265 -0.291
C -8.144 6.307 0.896
O -8.894 7.159 1.232
O -7.811 5.225 1.650
H -6.308 3.828 1.443
H -7.753 3.565 0.438
H -5.552 5.663 0.043
H -6.418 4.754 -1.212
```

- largest force on an atom (eV/A) = 1.4
- 2S+1 = 1
- E_HOMO (eV) = -11.233
- frontier orbital gap (eV) = 8.37
- total charge = +1

---

Record 3
The following is a quantum chemistry calculation of C21H35InN5O2S4Sb as an isolated structure, from the Open Molecules 2025 dataset.

The geometry in XYZ format:
```
69
C21H35InN5O2S4Sb (ωB97M-V/def2-TZVPD)
In -0.423 -0.136 0.054
S 5.447 -1.508 -2.705
Sb 4.820 -1.870 -0.542
S 0.087 -3.143 -1.423
S 1.256 -1.668 -0.474
S 5.905 -3.681 0.330
N -1.977 2.726 2.933
C -1.945 2.299 1.627
O -1.262 2.854 0.785
C -2.905 1.181 1.279
C -2.501 0.453 0.006
H -1.211 3.338 3.171
H -2.152 2.004 3.614
H -3.878 1.677 1.157
H -3.004 0.497 2.124
H -2.612 1.141 -0.832
H -3.132 -0.418 -0.173
C -0.876 1.765 -3.282
N -1.216 1.799 -4.712
C -0.036 1.316 -5.451
N 0.376 -0.023 -5.052
C 0.689 -0.013 -3.614
N -0.476 0.433 -2.832
C -1.590 -0.501 -3.108
N -1.949 -0.518 -4.533
C -2.299 0.837 -4.941
C -0.748 -0.934 -5.271
H -1.739 2.097 -2.700
H -0.052 2.461 -3.110
H 0.790 2.009 -5.278
H -0.276 1.313 -6.519
H 1.525 0.665 -3.433
H 0.971 -1.013 -3.281
H -2.462 -0.192 -2.531
H -1.280 -1.501 -2.796
H -3.179 1.161 -4.378
H -2.545 0.837 -6.007
H -0.981 -0.959 -6.340
H -0.462 -1.931 -4.936
C -1.651 -1.227 4.382
C -0.861 -2.208 3.512
C -1.640 -2.553 2.240
C 0.559 -1.733 3.264
C 1.609 -2.579 3.600
C 2.931 -2.206 3.423
C 3.198 -0.925 2.970
C 2.182 -0.038 2.628
C 2.584 1.351 2.163
C 2.466 1.563 0.652
C 1.843 2.458 2.917
C 0.845 -0.479 2.692
O -0.148 0.251 2.153
H -2.644 -1.626 4.613
H -1.765 -0.279 3.853
H -1.131 -1.030 5.322
H -0.757 -3.137 4.083
H -1.918 -1.644 1.700
H -2.575 -3.064 2.494
H -1.069 -3.186 1.558
H 1.376 -3.570 3.977
H 3.740 -2.900 3.608
H 4.229 -0.607 2.850
H 3.646 1.437 2.413
H 1.417 1.594 0.343
H 2.971 0.773 0.094
H 2.895 2.528 0.365
H 0.774 2.358 2.737
H 2.172 3.444 2.577
H 2.022 2.382 3.993
```

- largest force on an atom (eV/A) = 0.5
- 2S+1 = 1
- E_HOMO (eV) = -1.290
- frontier orbital gap (eV) = 5.16
- total charge = -2
- energy relative to the best compared isomer or geometry (same formula, charge and spin) (kcal/mol) = 46.5

---

Record 4
The following is a quantum chemistry calculation of C21H36AsBaI4N2Si as an isolated structure, from the Open Molecules 2025 dataset.

The geometry in XYZ format:
```
66
C21H36AsBaI4N2Si (ωB97M-V/def2-TZVPD)
Ba -0.148 -0.709 0.871
C 4.554 0.593 -0.195
C 4.501 1.803 -0.868
C 3.305 2.496 -0.915
C 2.185 1.963 -0.285
N 2.227 0.780 0.342
C 3.390 0.124 0.384
C 0.877 2.677 -0.280
C 0.788 4.051 -0.489
C -0.456 4.654 -0.453
C -1.576 3.881 -0.198
C -1.400 2.525 0.011
N -0.205 1.932 -0.039
H 5.470 0.025 -0.126
H 5.382 2.201 -1.353
H 3.238 3.433 -1.449
H 3.389 -0.829 0.904
H 1.677 4.642 -0.652
H -0.546 5.721 -0.605
H -2.566 4.311 -0.146
H -2.253 1.892 0.235
I -1.289 -4.131 0.393
C 0.686 -4.826 0.086
I 1.949 -3.381 -0.827
H 0.672 -5.695 -0.561
H 1.127 -5.082 1.042
I -3.290 -0.595 2.039
I -5.339 -2.034 0.668
C -1.488 -1.808 5.189
Si -0.386 -0.509 4.420
C 0.423 0.557 5.738
C 1.070 -1.494 3.636
C -1.334 0.520 3.176
H -0.943 -2.375 5.945
H -1.846 -2.507 4.428
H -2.362 -1.360 5.665
H 0.963 -0.053 6.465
H -0.329 1.131 6.282
H 1.128 1.268 5.302
H 1.694 -1.826 4.468
H 1.743 -0.904 3.001
H 0.760 -2.411 3.114
H -0.713 1.332 2.771
H -2.067 0.993 3.837
C -2.059 -2.798 -3.702
C -0.822 -1.916 -3.825
As -0.731 -0.498 -2.476
C 0.652 0.607 -3.320
C 2.034 -0.033 -3.282
C -2.315 0.548 -2.964
C -3.562 0.161 -2.173
H -2.021 -3.614 -4.424
H -2.970 -2.234 -3.897
H -2.148 -3.239 -2.706
H -0.793 -1.423 -4.799
H 0.090 -2.508 -3.728
H 0.657 1.565 -2.796
H 0.339 0.802 -4.348
H 2.346 -0.234 -2.253
H 2.786 0.617 -3.731
H 2.054 -0.979 -3.827
H -2.472 0.426 -4.039
H -2.053 1.596 -2.797
H -3.848 -0.876 -2.339
H -4.415 0.782 -2.449
H -3.413 0.272 -1.096
```

- largest force on an atom (eV/A) = 0.8
- 2S+1 = 1
- E_HOMO (eV) = -9.856
- frontier orbital gap (eV) = 6.58
- total charge = +1
- energy relative to the best compared isomer or geometry (same formula, charge and spin) (kcal/mol) = 35.1